# 1
Here is a single C3H7NOS molecule from OMol25. Energies are from wB97M-V/def2-TZVPD.

Structure (XYZ):
```
13
Properties=species:S:1:pos:R:3:mulliken_charge:R:1
N -0.029 1.393 0.440 -0.6361
C -0.216 0.165 -0.323 0.1951
C -1.595 -0.502 -0.193 -0.1988
O -2.416 -0.611 -1.046 -0.4348
C 0.843 -0.836 0.070 -0.7688
S 2.526 -0.344 -0.462 -0.2487
H -0.333 1.155 1.391 0.2719
H -0.741 2.095 0.247 0.2812
H -0.133 0.308 -1.412 0.3698
H -1.676 -0.907 0.852 0.2742
H 0.918 -1.036 1.141 0.3566
H 0.626 -1.824 -0.356 0.3882
H 2.226 0.944 -0.349 0.1501
```

Results
- HOMO level: -9.1 eV
- Energy above the lowest of the compared OMol25 structures with the same formula, charge and spin: 133.5 kJ/mol
- SMILES string: N[C@H](C=O)CS
- Multiplicity: 1

---

# 2
Here is a single C9H16N2O4 molecule from OMol25. Energies are from wB97M-V/def2-TZVPD.

Structure (XYZ):
```
31
Properties=species:S:1:pos:R:3:mulliken_charge:R:1
C 1.031 -1.312 -4.001 -1.2110
C 1.050 -1.624 -2.432 -0.2912
C 0.392 -0.511 -1.682 -0.1388
C -0.189 -1.135 -0.372 -1.3916
N -0.927 -0.226 0.493 0.3294
C -2.289 -0.007 0.413 0.6673
O -3.106 -0.630 -0.249 -0.6554
C -2.627 1.098 1.468 0.0923
O -3.719 1.482 1.706 -0.5529
N -1.426 1.361 2.054 -0.0757
C -0.254 0.759 1.357 0.6744
O 0.419 1.554 0.445 -0.3177
C 1.349 2.563 0.956 -0.9462
O 0.606 0.223 2.245 -0.4364
C 0.118 -0.649 3.199 -0.9200
H 1.572 -0.227 -4.057 0.2339
H 1.723 -2.081 -4.387 0.3582
H 0.152 -1.377 -4.538 0.4135
H 0.325 -2.444 -2.305 0.2858
H 2.126 -1.662 -2.068 0.2845
H 0.945 0.487 -1.547 0.2242
H -0.531 -0.334 -2.321 0.1979
H 0.729 -1.551 0.237 0.2073
H -0.815 -1.930 -0.551 0.6942
H -1.270 2.161 2.605 0.2015
H 2.302 2.233 0.976 0.3295
H 1.035 2.856 1.866 0.4562
H 1.314 3.409 0.222 0.2416
H 0.943 -0.829 3.834 0.3408
H -0.402 -1.575 2.753 0.2694
H -0.576 -0.083 3.683 0.4351
```

Results
- HOMO level: -9.6 eV
- Energy above the lowest of the compared OMol25 structures with the same formula, charge and spin: 286.3 kJ/mol
- SMILES string: CCCCN1C(=O)C(=O)NC1(OC)OC
- Multiplicity: 1

---

# 3
Here is a molecular structure, C35H39MgN8O9 from OMol25. Energies are from wB97M-V/def2-TZVPD.

Structure (XYZ):
```
92
Properties=species:S:1:pos:R:3:mulliken_charge:R:1
Mg 2.857 2.851 -3.590 1.2632
C 2.153 2.485 0.192 -1.8119
C 1.682 1.472 -0.866 1.7788
C 0.189 1.134 -0.727 0.2022
O 1.938 1.953 -2.175 -0.5194
H 1.890 2.190 1.211 0.3370
H 1.685 3.448 -0.022 0.5450
H 3.223 2.674 0.316 0.1797
H 2.174 0.522 -0.643 -0.5591
H -0.228 0.791 -1.672 -0.7512
H -0.573 1.885 -0.487 0.3845
H -0.142 0.373 -0.018 0.3197
C -8.011 0.196 -6.658 -0.6322
C -7.839 1.479 -6.101 -0.5388
C -6.970 1.636 -5.037 -0.4326
C -6.032 0.655 -4.758 0.5536
C -6.052 -0.571 -5.431 0.1636
C -6.993 -0.714 -6.448 -0.4222
C -5.095 -1.676 -5.083 0.5198
O -5.178 -2.735 -5.661 -0.6256
C -4.114 -1.431 -4.004 0.1881
C -3.237 -2.444 -3.508 -0.8683
C -2.446 -2.220 -2.411 -0.7317
C -2.324 -0.899 -1.880 -0.2366
C -3.111 0.083 -2.386 -0.5732
C -4.039 -0.168 -3.414 0.2919
C -4.966 0.942 -3.763 0.4851
O -4.881 2.039 -3.245 -0.6646
H -8.653 0.056 -7.517 0.3715
H -8.580 2.255 -6.240 0.3563
H -7.095 2.597 -4.558 0.3925
H -6.984 -1.656 -6.983 0.4447
H -3.200 -3.413 -3.987 0.4867
H -1.860 -2.969 -1.896 0.4959
H -1.666 -0.703 -1.049 0.5579
H -3.021 1.082 -1.978 0.5446
C -1.208 3.613 3.517 -0.7740
C -1.759 3.698 4.801 -0.5100
C -1.541 2.691 5.720 -0.9268
C -0.794 1.573 5.308 0.7948
C -0.419 1.404 4.010 0.1798
C -0.601 2.443 3.096 0.0156
C 0.334 0.169 3.544 0.0317
O 0.724 0.023 2.410 -0.2938
C 0.570 -0.945 4.547 0.3807
C 1.011 -2.240 4.145 -0.6493
C 0.902 -3.324 5.015 -0.4714
C 0.659 -3.064 6.352 -0.4957
C 0.217 -1.802 6.759 -0.5865
C 0.218 -0.737 5.875 0.2954
C -0.444 0.526 6.336 0.4927
O -0.771 0.754 7.478 -0.6455
H -1.211 4.376 2.750 0.4049
H -2.405 4.547 4.979 0.3983
H -2.002 2.792 6.690 0.4744
H -0.183 2.459 2.099 0.1529
H 1.288 -2.325 3.103 0.4667
H 0.956 -4.319 4.595 0.4742
H 0.781 -3.810 7.125 0.3985
H -0.060 -1.759 7.803 0.3991
C 4.736 -0.701 1.923 0.3370
O 5.126 0.082 2.805 -0.6882
N 5.348 -1.880 1.706 -0.3217
N 3.891 -0.284 0.967 0.1321
H 6.069 -2.107 2.373 0.2605
H 4.766 -2.611 1.320 0.0540
H 3.384 0.536 1.265 -0.1300
H 4.120 -0.381 -0.007 0.1868
C 0.616 -1.537 -3.645 0.4765
O 0.513 -2.608 -4.247 -0.6804
N 1.636 -1.356 -2.777 -0.2496
N 0.008 -0.389 -3.927 -0.3107
H 2.404 -1.999 -2.753 0.1660
H 1.611 -0.507 -2.243 0.1377
H -0.881 -0.509 -4.396 0.3078
H 0.064 0.287 -3.187 -0.1987
C 5.783 3.638 1.083 0.5688
O 5.739 4.307 2.096 -0.6081
N 6.168 2.312 1.001 -0.3325
N 5.394 4.104 -0.132 -0.4254
H 6.205 1.883 1.917 0.1931
H 6.428 2.029 0.080 0.1860
H 4.920 4.990 -0.189 0.2484
H 5.220 3.438 -0.861 0.1101
C 2.450 -4.293 0.666 0.5261
O 1.839 -5.269 1.072 -0.6675
N 3.770 -4.309 0.361 -0.3596
N 1.940 -3.030 0.529 0.0382
H 4.245 -3.504 0.009 0.2604
H 4.264 -5.186 0.380 0.1800
H 0.965 -2.890 0.738 0.1433
H 2.495 -2.195 0.493 -0.0417
```

Results
- Charge: +1
- HOMO level: -11.3 eV
- Energy above the lowest of the compared OMol25 structures with the same formula, charge and spin: 160.4 kJ/mol
- Multiplicity: 1

---

# 4
Here is a gas-phase ion, C4F3O2 (charge -1) from OMol25. Energies are from wB97M-V/def2-TZVPD.

Structure (XYZ):
```
9
Properties=species:S:1:pos:R:3:mulliken_charge:R:1
O 1.201 -2.533 -0.236 -0.6028
C 1.103 -1.361 -0.006 1.0830
C 1.336 -0.158 0.283 -1.1451
C 0.708 1.051 0.061 0.4166
O 1.013 2.238 -0.097 -0.6361
C -0.930 0.404 0.025 0.6979
F -1.976 1.126 0.646 -0.2848
F -1.462 0.083 -1.243 -0.2894
F -0.994 -0.850 0.567 -0.2394
```

Results
- Charge: -1
- HOMO level: -4.1 eV
- Energy above the lowest of the compared OMol25 structures with the same formula, charge and spin: 54.0 kJ/mol
- SMILES string: O=C=C=C([O-])C(F)(F)F
- Multiplicity: 1

---

# 5
Here is a molecular structure, C46H32Cl5GaNO2P2 from OMol25. Energies are from wB97M-V/def2-TZVPD.

Structure (XYZ):
```
89
Properties=species:S:1:pos:R:3:mulliken_charge:R:1
Ga -0.374 0.122 0.260 -0.8065
O 1.196 -1.290 0.719 -0.0216
P 2.661 -1.461 0.977 0.0853
C 3.429 0.193 1.118 -1.1578
P 2.252 1.182 2.141 0.6543
O 0.903 1.315 1.512 -0.0867
C 3.024 2.782 2.437 0.5590
C 4.262 3.188 1.961 -0.2045
C 4.773 4.411 2.363 -0.7979
C 4.042 5.234 3.205 -0.4972
C 2.785 4.843 3.641 -0.7833
C 2.285 3.611 3.274 -0.6450
C 2.097 0.334 3.731 0.5434
C 3.189 0.155 4.573 -0.8373
C 3.020 -0.516 5.770 -0.7129
C 1.770 -0.998 6.130 -0.6822
C 0.682 -0.806 5.297 -0.1284
C 0.844 -0.135 4.099 -0.7464
C 3.447 -2.356 -0.386 0.8127
C 4.466 -1.858 -1.184 -0.3428
C 4.945 -2.623 -2.235 -0.7894
C 4.430 -3.889 -2.467 -0.6065
C 3.419 -4.389 -1.660 -0.6082
C 2.927 -3.624 -0.622 -0.6973
C 2.955 -2.428 2.475 0.7960
C 1.881 -2.902 3.218 0.0883
C 2.118 -3.653 4.358 -0.6669
C 3.419 -3.942 4.737 -0.6233
C 4.489 -3.498 3.975 -0.8353
C 4.260 -2.739 2.842 -0.9736
H 3.452 0.650 0.123 0.5569
H 4.427 0.152 1.551 1.0048
H 4.819 2.568 1.274 0.3720
H 5.751 4.726 2.031 0.4324
H 4.442 6.187 3.518 0.4172
H 2.206 5.501 4.269 0.4421
H 1.315 3.267 3.609 0.3661
H 4.155 0.550 4.291 0.4716
H 3.864 -0.665 6.425 0.4670
H 1.648 -1.532 7.061 0.4476
H -0.292 -1.185 5.569 0.4835
H 0.007 0.018 3.431 0.3309
H 4.889 -0.885 -0.982 0.4025
H 5.725 -2.230 -2.870 0.4497
H 4.816 -4.484 -3.281 0.4718
H 3.019 -5.375 -1.837 0.4534
H 2.143 -3.993 0.026 0.3333
H 0.873 -2.667 2.902 0.4051
H 1.290 -4.017 4.951 0.5031
H 3.602 -4.515 5.633 0.4332
H 5.498 -3.753 4.263 0.4583
H 5.090 -2.397 2.240 0.4014
Cl -3.007 0.648 -0.960 -0.1887
C -1.948 1.942 -1.299 0.7450
C -0.609 1.716 -1.003 -1.1508
C 0.279 2.729 -1.323 1.1219
Cl 1.942 2.432 -1.076 -0.2222
C -0.142 3.947 -1.850 -0.0784
Cl 0.994 5.191 -2.194 -0.1861
C -1.503 4.160 -2.088 0.6004
Cl -2.051 5.671 -2.682 -0.1708
C -2.416 3.133 -1.837 -0.2280
Cl -4.084 3.345 -2.173 -0.1888
C -3.520 -0.190 3.224 -0.9087
C -3.973 -1.468 2.943 -0.9922
C -3.366 -2.234 1.964 -0.7793
C -2.281 -1.719 1.255 0.0704
C -1.779 -0.446 1.581 0.6508
C -2.420 0.315 2.548 0.0032
C -1.670 -2.405 0.109 1.6465
C -1.877 -3.772 -0.177 -1.5121
C -1.259 -4.341 -1.254 -1.2059
C -0.385 -3.572 -2.052 1.1344
C 0.361 -4.089 -3.129 -0.9547
C 1.269 -3.299 -3.780 -0.7613
C 1.445 -1.955 -3.414 -0.7689
C 0.694 -1.409 -2.411 -0.3642
C -0.226 -2.207 -1.708 0.6982
N -0.901 -1.667 -0.676 0.9490
H -4.030 0.418 3.956 0.5050
H -4.831 -1.860 3.467 0.4339
H -3.773 -3.209 1.733 0.4125
H -2.069 1.320 2.754 0.5607
H -2.515 -4.360 0.463 0.4631
H -1.407 -5.386 -1.486 0.4679
H 0.210 -5.116 -3.427 0.4872
H 1.854 -3.701 -4.591 0.4639
H 2.171 -1.353 -3.936 0.5097
H 0.805 -0.371 -2.122 0.3454
```

Results
- Charge: +1
- HOMO level: -10.8 eV
- Energy above the lowest of the compared OMol25 structures with the same formula, charge and spin: 33.1 kJ/mol
- Multiplicity: 1

---

no.,HOMO-LUMO gap (eV)
1,9.7
2,10.2
3,3.0
4,8.2
5,8.1